(1)
ORCA calculation (ωB97M-V with the def2-TZVPD basis set) on a 3-piece molecular cluster, C25H54FN3O11P3 overall at a distorted geometry.

Properties
Charge: -1

Each line ends with the Löwdin charge.
Positions of all 97 atoms, in Å:
C -3.6513 -3.3558 -3.9166  -0.0144
C -3.0924 -4.5164 -4.2219  -0.0735
C -1.5961 -4.6500 -4.5049  -0.4953
O -1.1995 -4.1467 -5.5057  0.1117
O -0.7851 -5.3454 -3.6585  -0.0041
C 0.5384 -4.7674 -3.6912  -0.1632
C 1.5286 -5.3074 -2.5980  -0.1574
C 0.9669 -6.3632 -1.5818  -0.1808
C 1.7496 -6.1755 -0.2014  -0.1928
C 0.8534 -6.1706 1.0963  -0.2609
C 0.7764 -4.7654 1.8051  -0.3049
P -0.3633 -3.5424 0.8264  0.3558
P -2.1230 -2.7403 -0.3025  0.5455
N -3.2450 -3.8790 -0.4638  -0.3710
P -1.9726 -4.0441 2.3096  0.7325
O -2.2436 -5.7203 2.4011  -0.3489
O -1.6400 -3.3723 3.8232  -0.3649
O 0.8525 -3.0069 -0.3088  -0.2420
C 1.6084 -1.9594 0.2164  -0.2754
O 2.9008 -2.4359 0.7782  0.0319
C 3.8318 -1.5648 0.5299  -0.3943
N 4.7258 -0.9700 0.1821  0.1627
C 0.6893 -1.1412 1.2255  -0.3518
C 1.4418 -0.4300 2.4200  -0.0987
C 0.6696 -0.4947 3.7723  -0.1600
C -0.7527 0.1053 3.7321  -0.2028
F -1.2543 0.4070 5.0109  -0.0762
C -0.1792 -0.0186 0.5195  -0.1639
N -0.0789 -0.0234 -0.9442  -0.1126
C -0.3453 1.3283 -1.5028  -0.1204
O -0.0937 -2.1763 1.8325  -0.3458
H -3.1513 -2.3863 -4.0622  0.0748
H -4.6510 -3.3281 -3.4513  0.0724
H -3.7734 -5.3863 -4.1999  0.1136
H 0.9855 -4.9692 -4.6899  0.1176
H 0.4776 -3.6581 -3.6259  0.1272
H 2.3483 -5.8132 -3.1606  0.1061
H 1.9927 -4.4323 -2.1116  0.0878
H 1.1586 -7.3724 -2.0070  0.1012
H -0.1182 -6.2946 -1.3941  0.0871
H 2.3861 -5.2697 -0.2265  0.0884
H 2.3907 -7.0848 -0.1221  0.0951
H -0.1486 -6.5989 0.8950  0.0888
H 1.3426 -6.8748 1.8148  0.0940
H 0.3504 -4.9681 2.8185  0.0445
H 1.8272 -4.4149 1.9143  0.0711
H -0.5969 -4.6877 -0.0298  0.0100
H -2.7687 -1.6333 0.3329  -0.0335
H -1.6655 -2.4433 -1.6297  -0.0309
H -3.3975 -4.0852 -1.4414  -0.1155
H -2.1539 -5.9537 3.3422  0.0327
H -0.7240 -3.5457 4.1199  0.0252
H 1.9470 -1.4154 -0.6897  0.1491
H 2.4310 -0.9054 2.6109  0.1120
H 1.6650 0.6353 2.2023  0.1119
H 0.6558 -1.5138 4.2092  0.1081
H 1.2488 0.1184 4.5077  0.1156
H -0.8586 0.9570 3.0242  0.1079
H -1.4238 -0.6891 3.3307  0.1074
H -1.2197 -0.2025 0.8905  0.0974
H 0.0904 0.9974 0.8625  0.1023
H -0.7792 -0.6171 -1.3828  0.0435
H -1.4265 1.5940 -1.3892  0.0889
H 0.3202 2.0635 -1.0194  0.0747
H -0.1855 1.2400 -2.5987  0.0761
C -0.8984 7.5910 -3.5477  -0.1160
O 0.4102 7.2846 -3.0999  -0.1914
C 0.4187 6.6892 -1.8049  -0.1993
C 0.6432 5.1936 -1.8818  -0.2008
O -0.4679 4.5276 -2.4691  -0.2030
C -0.2206 4.1479 -3.8137  -0.1146
H -0.8380 7.8716 -4.5995  0.0865
H -1.5680 6.7322 -3.4535  0.0839
H -1.3019 8.4373 -2.9816  0.0861
H -0.5047 6.9154 -1.2641  0.1213
H 1.2509 7.1390 -1.2550  0.1242
H 0.7426 4.8056 -0.8627  0.1197
H 1.5665 4.9633 -2.4224  0.1290
H 0.4953 3.3197 -3.8402  0.0814
H 0.1594 4.9833 -4.4071  0.0834
H -1.1603 3.8090 -4.2502  0.0909
C -1.1035 6.8559 2.3055  -0.1078
O 0.2388 6.7766 1.8540  -0.2062
C 1.1690 7.2217 2.8336  -0.2028
C 1.8618 6.0520 3.5083  -0.2047
O 0.9574 5.3078 4.3138  -0.1893
C 0.5482 4.0929 3.7005  -0.1056
H -1.7336 6.3378 1.5823  0.0886
H -1.2289 6.3803 3.2813  0.0856
H -1.4208 7.9025 2.3611  0.0869
H 0.6811 7.8654 3.5718  0.1246
H 1.9211 7.8202 2.3085  0.1227
H 2.6364 6.4421 4.1767  0.1234
H 2.3477 5.4079 2.7688  0.1263
H 1.3766 3.3763 3.6974  0.0877
H 0.1971 4.2552 2.6782  0.0816
H -0.2689 3.6761 4.2887  0.0910

***

(2)
ORCA calculation (ωB97M-V with the def2-TZVPD basis set) on a 9-piece molecular cluster, C25H54N11O12S2 overall at a distorted geometry.

Properties
Charge: +1

Each line ends with the Löwdin charge.
Positions of all 104 atoms, in Å:
C -1.0993 -3.2538 5.2677  -0.0237
C -1.2318 -2.3789 3.8949  -0.2738
C -1.7525 -3.4061 2.7688  -0.0755
O -1.2788 -3.1145 1.4160  -0.1075
C 0.1003 -3.4628 1.2429  -0.3922
O 0.4763 -4.6712 1.3054  0.0702
C 1.0819 -2.2259 1.0067  -0.3015
S 2.6677 -2.7085 0.1192  0.9784
N 3.5197 -1.1847 0.0270  -0.3732
C 4.8340 -0.7819 0.4756  -0.0108
N 4.8826 0.5976 0.1172  0.1001
N 3.6979 0.9500 -0.4520  0.0322
C 2.7562 -0.1323 -0.5742  -0.0664
O -2.1436 -1.2754 4.1145  -0.0513
C -1.4900 -0.1560 4.6641  -0.4098
O -0.5504 -0.2213 5.5045  0.0496
C -1.9427 1.3450 4.2725  -0.4363
S -3.2269 1.3953 2.9419  0.7035
H -1.9092 -2.9022 5.9891  0.1017
H -0.0695 -2.9614 5.6980  0.0933
H -1.0889 -4.3744 5.0797  0.0806
H -0.2073 -1.9266 3.6321  0.1413
H -1.5021 -4.4923 2.9923  0.1336
H -2.8971 -3.3291 2.7641  0.1639
H 0.5123 -1.5109 0.3027  0.0952
H 1.4107 -1.7245 1.9773  0.1059
H 5.5882 -1.4497 0.9897  0.1548
H 3.4147 1.8851 -0.7902  0.1376
H 1.7061 -0.1410 -1.0209  0.1768
H -0.9737 1.9081 4.0098  0.0970
H -2.3518 1.8383 5.2302  0.1081
H -4.2858 2.1452 3.4796  -0.1008
O 2.2034 2.8062 -1.9435  0.0308
C 1.7420 1.9035 -2.6307  -0.5297
N 2.2934 0.6573 -2.6018  0.1018
C 0.5570 2.0848 -3.5386  0.0096
H 1.9543 -0.1192 -3.1436  0.1296
H 3.0887 0.5155 -1.9987  0.0198
H 0.7854 2.8536 -4.2788  0.1039
H -0.3052 2.3974 -2.9331  0.0423
H 0.3016 1.1605 -4.0624  0.0822
O 4.1635 -1.8389 -2.3231  -0.0488
C 5.2979 -2.0858 -2.7210  -0.5670
N 5.9954 -3.1413 -2.2375  0.1913
C 5.9986 -1.2548 -3.7591  0.0116
H 6.9292 -3.3805 -2.5365  0.0616
H 5.5473 -3.7148 -1.5402  0.1079
H 6.0880 -0.2299 -3.3945  0.0889
H 5.4119 -1.2655 -4.6792  0.0934
H 6.9976 -1.6361 -3.9774  0.0813
O -1.8032 3.2386 -2.7648  -0.0080
C -2.2930 4.0827 -2.0262  -0.5505
N -1.5028 4.8797 -1.2631  0.1785
C -3.7730 4.3057 -1.8900  -0.0003
H -1.8580 5.5842 -0.6394  0.0973
H -0.5042 4.7499 -1.3326  0.1083
H -4.2325 3.3799 -1.5407  0.0871
H -4.1964 4.5802 -2.8581  0.0896
H -3.9954 5.0983 -1.1743  0.0606
O -3.8368 4.6377 1.3193  0.0039
C -3.5205 5.2241 2.3418  -0.6037
N -2.5605 4.6937 3.1414  0.1460
C -4.1310 6.5243 2.7851  0.0072
H -2.2411 5.1144 3.9973  0.1015
H -2.1465 3.8241 2.8403  0.0470
H -5.2061 6.3865 2.9215  0.0621
H -3.9543 7.2811 2.0188  0.0926
H -3.7019 6.8739 3.7263  0.0771
O -2.2439 0.1839 -0.4663  0.0012
C -2.7623 -0.6442 -1.2022  -0.5963
N -2.6711 -1.9728 -0.9299  0.1741
C -3.5265 -0.2736 -2.4431  0.0021
H -3.0786 -2.6932 -1.5045  0.0973
H -2.1617 -2.2394 -0.1002  0.0600
H -2.8650 0.2701 -3.1198  0.0825
H -4.3685 0.3627 -2.1659  0.0883
H -3.9101 -1.1542 -2.9620  0.0756
O -2.4017 -5.0567 -3.2025  0.0290
C -1.2122 -5.1252 -2.9423  -0.6004
N -0.2712 -4.8760 -3.8925  0.1534
C -0.6930 -5.4833 -1.5769  -0.0029
H 0.7189 -4.9206 -3.7235  0.0938
H -0.5957 -4.6337 -4.8163  0.1104
H -1.0570 -6.4755 -1.3059  0.1002
H -1.0566 -4.7539 -0.8522  0.0580
H 0.3985 -5.4913 -1.5471  0.0723
O 8.8688 -3.8075 -2.0248  0.0033
C 9.9796 -3.9218 -1.5264  -0.5792
N 11.0989 -3.8345 -2.2875  0.1673
C 10.1973 -4.1642 -0.0589  -0.0023
H 12.0316 -3.9221 -1.9215  0.1058
H 10.9784 -3.6722 -3.2758  0.1147
H 9.7086 -5.0980 0.2241  0.0913
H 9.7631 -3.3379 0.5066  0.0878
H 11.2579 -4.2367 0.1880  0.0769
O -7.6215 6.3637 2.7363  0.0235
C -8.1174 5.4800 2.0557  -0.5925
N -7.5331 4.2558 1.9613  0.1609
C -9.3909 5.6637 1.2777  -0.0072
H -7.9059 3.4999 1.4131  0.0982
H -6.6772 4.1080 2.4733  0.0949
H -9.2558 6.4745 0.5602  0.0893
H -10.1965 5.9173 1.9686  0.0897
H -9.6692 4.7589 0.7339  0.0714

***

(3)
ORCA calculation (ωB97M-V with the def2-TZVPD basis set) on a 10-piece molecular cluster, C25H55Cl10N5O5 overall at a distorted geometry.

Properties
SMILES: CNC(C)=O.CNC(C)=O.CNC(C)=O.CNC(C)=O.CNC(C)=O.ClCCCl.ClCCCl.ClCCCl.ClCCCl.ClCCCl

Each line ends with the Löwdin charge.
Positions of all 100 atoms, in Å:
C 6.1692 20.7876 -12.8657  0.0139
C 5.1363 20.9879 -13.9549  -0.5216
O 5.4216 21.7293 -14.8896  -0.0173
N 3.9473 20.3522 -13.8531  0.0284
C 3.0127 20.3327 -14.9805  -0.0764
H 6.4071 21.7830 -12.4896  0.0820
H 7.0587 20.3093 -13.2648  0.0895
H 5.8129 20.2305 -11.9957  0.0770
H 3.6417 19.9081 -13.0091  0.1332
H 2.0898 19.9043 -14.6018  0.0847
H 3.4220 19.6062 -15.6936  0.0899
H 2.9496 21.2738 -15.5174  0.0488
C 8.4665 27.5525 -15.7588  -0.0298
C 8.1969 26.0635 -15.9967  -0.5154
O 8.6334 25.5476 -17.0114  0.0093
N 7.6333 25.4401 -14.9371  0.0299
C 7.4025 24.0085 -14.8520  -0.0829
H 9.1527 27.8753 -16.5395  0.0372
H 8.8750 27.8860 -14.8046  0.0839
H 7.5381 28.1219 -15.8606  0.0191
H 7.0498 26.0483 -14.3843  0.0973
H 8.2471 23.4929 -14.3937  0.0903
H 7.2114 23.6133 -15.8469  0.0116
H 6.5155 23.8403 -14.2491  0.0621
C 10.6236 24.3775 -19.6483  -0.0225
C 9.5712 24.9113 -20.5787  -0.5591
O 9.8024 25.7318 -21.4620  0.0207
N 8.3419 24.3681 -20.4240  -0.0009
C 7.2162 24.6335 -21.3047  -0.0693
H 11.6246 24.6503 -19.9620  0.0948
H 10.5174 23.3120 -19.4480  0.0856
H 10.4254 24.8389 -18.6728  0.0265
H 8.2444 23.6221 -19.7478  -0.0036
H 6.9958 25.6970 -21.3491  0.0793
H 6.3507 24.1045 -20.9100  0.0589
H 7.4430 24.2223 -22.2888  0.0866
C 15.0489 25.1578 -17.8843  -0.0096
C 13.6800 24.4882 -17.8813  -0.5416
O 13.3170 23.7761 -18.7949  0.0527
N 12.9454 24.8378 -16.7994  0.0290
C 11.5089 24.6558 -16.7057  -0.0844
H 14.9557 26.2394 -17.9832  0.0576
H 15.6340 24.7825 -18.7221  0.0800
H 15.6282 24.9528 -16.9808  0.0757
H 13.3577 25.1537 -15.9423  0.1355
H 11.1968 23.9626 -15.9215  0.0940
H 10.9975 24.3722 -17.6213  0.0290
H 11.0825 25.6367 -16.4756  0.0528
C 3.5265 29.1291 -17.9054  0.0088
C 4.9394 28.9613 -18.4644  -0.5537
O 5.3934 29.7771 -19.2529  0.0290
N 5.6450 27.9146 -17.9658  0.0314
C 6.8442 27.4357 -18.6391  -0.1119
H 3.5985 29.7528 -17.0131  0.0818
H 3.1264 28.1476 -17.6378  0.0581
H 2.8512 29.5780 -18.6259  0.0815
H 5.3066 27.4256 -17.1531  0.0526
H 6.8215 26.3508 -18.7119  0.0608
H 7.7917 27.7179 -18.1805  0.0077
H 6.8537 27.8614 -19.6412  0.0555
Cl 9.5992 30.8573 -16.2865  0.5722
C 8.3523 31.5460 -17.3724  -0.6036
C 6.9975 31.0504 -16.9379  -0.6432
Cl 6.3595 31.9828 -15.5201  0.5069
H 8.5781 31.2708 -18.3989  0.0635
H 8.3708 32.6265 -17.2578  0.0638
H 6.8731 30.0077 -16.6682  0.0238
H 6.2957 31.2711 -17.7442  0.0575
Cl 5.7646 23.6888 -17.9014  0.6365
C 5.6846 21.9117 -17.8167  -0.6219
C 7.0406 21.2608 -17.6137  -0.6300
Cl 8.1247 21.5037 -18.9920  0.6568
H 5.1842 21.5295 -18.7059  0.0755
H 5.0035 21.6661 -17.0024  0.0330
H 6.8563 20.1928 -17.5016  0.0793
H 7.5739 21.6205 -16.7398  0.0541
Cl 9.2938 28.5743 -19.9466  0.6770
C 10.0624 27.2634 -19.0285  -0.6552
C 11.1513 27.7208 -18.0751  -0.6107
Cl 12.6577 28.1612 -18.9625  0.5612
H 10.4853 26.5735 -19.7556  0.0201
H 9.3400 26.7015 -18.4339  0.0300
H 11.4076 26.9609 -17.3431  0.0302
H 10.9232 28.6933 -17.6459  0.0092
Cl 6.0249 28.9364 -13.7045  0.6113
C 5.3047 28.5941 -12.1333  -0.6713
C 6.3799 28.1036 -11.1703  -0.6547
Cl 5.6345 27.5691 -9.6230  0.5384
H 4.5154 27.8530 -12.2429  0.0618
H 4.8246 29.4975 -11.7621  0.0744
H 7.1051 28.8838 -10.9579  0.0710
H 6.9154 27.2897 -11.6562  0.0574
Cl 1.1463 23.0987 -13.9258  0.5864
C 2.0962 24.5057 -14.3941  -0.6856
C 3.3106 24.1399 -15.2549  -0.6187
Cl 4.0692 25.7116 -15.6515  0.5946
H 2.3862 24.9487 -13.4439  0.0606
H 1.4811 25.2209 -14.9330  0.0657
H 2.9526 23.7912 -16.2184  0.0665
H 4.0648 23.5523 -14.7443  0.0422

***

| no. | HOMO level (eV) |
| --- | --- |
| 1 | -3.5 |
| 2 | -10.9 |
| 3 | -8.8 |